(1)
Formula: C12H38N10NaO6
Source: OMol25
Level of theory: ωB97M-V with the def2-TZVPD basis set

Output
Strongest force on any atom: 2.56 eV/Å
E: -1641.31553 hartree
E_LUMO: -2.24 eV
Net charge: +1
HOMO: -11.258 eV

Last column: Mulliken charge in e.
Atoms and positions in Å:
Na (-0.08, -0.11, 0.03)  0.721
C (2.03, 3.42, 0.98)  -0.785
C (2.97, 2.37, 0.39)  0.217
C (4.36, 2.36, 1.12)  -0.967
O (4.84, 3.66, 1.39)  -0.325
C (6.08, 3.86, 0.76)  -0.784
N (2.32, 1.06, 0.42)  -0.055
H (1.30, 2.92, 1.62)  -0.085
H (1.52, 4.02, 0.23)  0.223
H (2.51, 4.00, 1.77)  0.379
H (3.18, 2.65, -0.64)  0.387
H (4.88, 1.67, 0.43)  0.482
H (4.38, 1.69, 1.98)  0.381
H (6.92, 3.23, 1.06)  0.300
H (6.40, 4.89, 0.88)  0.253
H (5.96, 3.73, -0.32)  0.325
H (2.18, 0.88, 1.41)  0.110
H (3.05, 0.44, 0.07)  0.050
C (1.38, -4.29, 0.27)  -1.427
C (1.41, -3.46, -1.04)  0.061
C (0.03, -3.25, -1.61)  0.425
O (-0.48, -4.46, -2.11)  -0.432
C (-1.87, -4.53, -2.24)  -0.663
N (2.03, -2.18, -0.72)  -0.420
H (2.39, -4.29, 0.66)  0.433
H (1.00, -5.30, 0.15)  0.338
H (0.74, -3.71, 0.95)  0.254
H (2.09, -3.96, -1.74)  0.353
H (-0.02, -2.44, -2.36)  0.228
H (-0.63, -2.82, -0.85)  -0.356
H (-2.51, -4.63, -1.36)  0.255
H (-2.14, -5.50, -2.68)  0.325
H (-2.25, -3.73, -2.88)  0.247
H (2.77, -2.18, -0.03)  0.229
H (2.56, -1.86, -1.52)  0.222
C (-0.11, 0.64, 3.39)  0.648
O (0.36, 0.38, 2.29)  -0.544
N (0.07, -0.04, 4.55)  -0.490
N (-0.82, 1.80, 3.62)  -0.382
H (0.47, -0.94, 4.35)  0.257
H (-0.02, 0.29, 5.49)  0.159
H (-0.93, 2.07, 4.57)  0.158
H (-1.09, 2.37, 2.83)  0.199
C (-2.40, 2.25, -0.36)  0.654
O (-1.23, 1.85, -0.52)  -0.553
N (-3.11, 1.91, 0.73)  -0.359
N (-3.00, 3.08, -1.22)  -0.422
H (-4.10, 2.06, 0.75)  0.212
H (-2.63, 1.26, 1.32)  0.064
H (-2.51, 3.42, -2.04)  0.245
H (-3.82, 3.61, -0.99)  0.158
C (-3.20, -1.63, 0.64)  0.340
O (-2.07, -1.23, 0.93)  -0.498
N (-4.05, -2.23, 1.49)  -0.386
N (-3.57, -1.74, -0.67)  -0.313
H (-4.89, -2.64, 1.13)  0.158
H (-3.82, -2.19, 2.47)  0.272
H (-4.54, -1.82, -0.90)  0.244
H (-2.90, -1.20, -1.22)  0.098
C (-1.90, 0.29, -2.98)  0.494
O (-1.28, -0.39, -2.15)  -0.082
N (-1.35, 1.34, -3.69)  -0.424
N (-3.17, 0.04, -3.35)  -0.368
H (-0.40, 1.65, -3.66)  0.201
H (-2.08, 1.80, -4.20)  0.124
H (-3.47, 0.48, -4.19)  0.145
H (-3.72, -0.68, -2.91)  0.091

***

(2)
Formula: C12H38N3O6
Source: OMol25
Level of theory: ωB97M-V with the def2-TZVPD basis set

Output
Strongest force on any atom: 1.96 eV/Å
E: -1095.35096 hartree
E_LUMO: -3.34 eV
Net charge: +1
HOMO: -11.724 eV
Energy relative to the best compared isomer or geometry (same formula, charge and spin): 74.1 kcal per mole

Last column: Mulliken charge in e.
Atoms and positions in Å:
N (0.26, 0.05, 0.18)  -0.371
H (0.71, 0.91, -0.12)  0.256
H (0.19, -0.49, -0.68)  0.370
H (-0.65, 0.32, 0.50)  0.340
H (0.85, -0.40, 0.86)  0.342
C (1.79, -0.61, -5.10)  -1.303
C (0.33, -1.09, -5.07)  0.502
C (-0.14, -1.74, -6.36)  -0.733
O (-0.26, -0.72, -7.30)  -0.316
C (-0.92, -1.13, -8.49)  -0.826
N (0.07, -1.99, -3.99)  -0.714
H (1.94, -0.14, -4.13)  0.281
H (1.96, 0.02, -5.98)  0.358
H (2.47, -1.46, -5.04)  0.318
H (-0.24, -0.18, -4.86)  0.234
H (-1.13, -2.14, -6.14)  0.371
H (0.45, -2.60, -6.69)  0.385
H (-1.99, -1.33, -8.40)  0.311
H (-0.55, -2.11, -8.80)  0.324
H (-0.68, -0.49, -9.33)  0.282
H (-0.84, -2.39, -4.15)  0.269
H (0.65, -2.79, -4.19)  0.280
C (3.07, -2.92, 5.77)  -1.270
C (2.08, -2.95, 4.59)  0.289
C (0.56, -3.17, 5.05)  -0.737
O (0.29, -4.38, 5.78)  -0.339
C (-0.97, -4.43, 6.39)  -0.761
N (2.13, -1.66, 3.89)  -0.670
H (2.98, -1.94, 6.24)  0.367
H (4.12, -3.00, 5.47)  0.371
H (2.76, -3.70, 6.46)  0.313
H (2.35, -3.63, 3.78)  0.319
H (-0.12, -3.03, 4.22)  0.416
H (0.24, -2.32, 5.66)  0.331
H (-0.94, -4.06, 7.41)  0.301
H (-1.25, -5.48, 6.43)  0.253
H (-1.79, -3.91, 5.89)  0.328
H (3.09, -1.48, 3.64)  0.277
H (2.10, -0.97, 4.64)  0.238
C (-3.31, 4.07, 2.64)  -0.406
C (-3.95, 2.73, 2.26)  -0.305
O (-3.00, 1.72, 2.66)  -0.506
O (-3.43, 4.32, 4.03)  -0.527
H (-3.79, 4.88, 2.09)  0.338
H (-2.24, 4.00, 2.44)  0.285
H (-3.97, 2.67, 1.18)  0.271
H (-4.92, 2.44, 2.67)  0.262
H (-3.03, 1.72, 3.62)  0.273
H (-2.66, 3.95, 4.48)  0.321
C (0.55, 4.41, -2.35)  -0.340
C (1.39, 4.64, -1.04)  -0.367
O (2.26, 3.54, -0.80)  -0.579
O (-0.53, 3.49, -2.14)  -0.515
H (1.23, 4.02, -3.10)  0.258
H (0.16, 5.39, -2.63)  0.341
H (0.80, 4.73, -0.13)  0.261
H (1.94, 5.57, -1.16)  0.352
H (2.79, 3.56, 0.00)  0.308
H (-1.25, 3.69, -2.75)  0.289

***

(3)
Formula: C12H39BO6PdSr
Source: OMol25
Level of theory: ωB97M-V with the def2-TZVPD basis set

Output
Strongest force on any atom: 5.13 eV/Å
E: -1114.74493 hartree
E_LUMO (spin up / spin down): -6.98 / -8.00 eV
Net charge: +2
⟨S²⟩: 2.006
HOMO (spin up / spin down): -14.881 / -14.882 eV
2S+1: 3

Last column: Mulliken charge in e.
Atoms and positions in Å:
Sr (7.24, 3.36, 0.10)  1.696
Pd (6.79, 2.83, 4.09)  0.214
B (5.00, 1.61, 3.08)  1.038
H (4.05, 1.52, 2.58)  -0.166
H (5.49, 0.65, 3.13)  -0.191
H (5.62, 2.26, 2.48)  -0.766
H (4.89, 1.99, 4.08)  -0.126
C (6.66, 6.97, 2.86)  -1.407
C (6.05, 5.66, 2.47)  1.018
O (6.77, 4.46, 2.43)  0.023
H (7.28, 7.44, 2.10)  0.168
H (7.26, 6.88, 3.76)  0.261
H (5.90, 7.71, 3.13)  0.499
H (5.54, 5.84, 1.53)  -0.018
H (5.17, 5.63, 3.12)  -0.636
C (8.95, 7.42, -0.35)  -0.901
C (9.54, 6.19, 0.32)  0.528
O (9.14, 5.11, -0.39)  -0.400
H (9.09, 8.43, 0.02)  0.366
H (7.89, 7.22, -0.16)  -0.015
H (9.09, 7.33, -1.42)  0.319
H (9.01, 6.08, 1.27)  -0.436
H (10.61, 6.23, 0.52)  0.424
H (9.85, 4.91, -1.00)  0.211
C (5.17, 7.30, -1.64)  -1.095
C (5.88, 5.99, -2.04)  -0.137
O (5.63, 5.00, -1.10)  -0.358
H (5.29, 7.51, -0.58)  0.232
H (4.09, 7.23, -1.76)  0.403
H (5.55, 8.10, -2.28)  0.358
H (6.96, 6.13, -2.03)  0.066
H (5.59, 5.71, -3.05)  0.346
H (4.72, 4.67, -1.10)  0.238
C (10.78, 4.18, 3.76)  -1.096
C (9.62, 4.70, 4.63)  0.216
O (8.78, 3.61, 5.09)  -0.339
H (11.26, 5.07, 3.34)  0.341
H (10.41, 3.57, 2.94)  0.184
H (11.56, 3.64, 4.31)  0.358
H (9.01, 5.37, 4.02)  -0.167
H (9.84, 5.46, 5.38)  0.437
H (9.04, 3.42, 6.00)  0.238
C (2.15, 6.69, 4.21)  -0.878
C (2.00, 5.42, 5.02)  -0.441
O (3.15, 4.64, 4.85)  -0.497
H (3.12, 7.10, 4.51)  0.098
H (1.29, 7.32, 4.42)  0.431
H (2.10, 6.44, 3.15)  0.313
H (1.28, 4.67, 4.68)  0.374
H (1.78, 5.65, 6.06)  0.350
H (3.12, 4.52, 3.90)  0.129
C (5.34, 6.13, 6.51)  -1.200
C (6.28, 5.01, 6.73)  -0.120
O (5.87, 3.97, 5.82)  -0.254
H (5.62, 6.89, 7.24)  0.448
H (4.30, 5.98, 6.79)  0.355
H (5.47, 6.50, 5.49)  0.128
H (6.09, 4.67, 7.75)  0.288
H (7.29, 5.37, 6.56)  0.238
H (4.93, 4.13, 5.73)  0.309

***

(4)
Formula: C12H40N12O8
Source: OMol25
Level of theory: ωB97M-V with the def2-TZVPD basis set

Output
Strongest force on any atom: 8.32 eV/Å
E: -1740.30893 hartree
E_LUMO: -0.07 eV
SMILES: NC(N)=O.NC(N)=O.NC(N)=O.NC(N)=O.NC(N)=O.NC(N)=O.CC(C)O.CC(C)O
HOMO: -8.980 eV
Energy relative to the best compared isomer or geometry (same formula, charge and spin): 97.3 kcal per mole

Last column: Mulliken charge in e.
Atoms and positions in Å:
N (6.55, 7.56, 7.61)  -0.340
C (7.83, 7.90, 7.41)  0.511
N (8.48, 7.53, 8.50)  0.077
O (8.39, 8.24, 6.39)  -0.688
H (6.25, 7.17, 8.49)  0.255
H (5.97, 7.70, 6.79)  0.193
H (8.08, 7.26, 9.38)  0.000
H (9.44, 7.24, 8.41)  0.086
N (10.53, 4.33, 8.48)  -0.227
C (10.65, 5.40, 7.83)  0.551
N (10.37, 5.11, 6.60)  -0.389
O (10.88, 6.44, 8.25)  -0.717
H (10.58, 4.39, 9.48)  0.007
H (10.04, 3.58, 8.01)  0.204
H (10.81, 5.74, 5.94)  0.283
H (10.18, 4.17, 6.28)  0.137
N (13.53, 5.74, 16.26)  -0.347
C (12.69, 6.66, 16.62)  0.568
N (12.30, 7.42, 15.64)  -0.216
O (12.54, 6.86, 17.82)  -0.736
H (13.76, 5.68, 15.28)  0.397
H (13.74, 5.03, 16.95)  0.182
H (12.36, 7.06, 14.70)  0.099
H (11.79, 8.26, 15.87)  0.190
N (9.25, 5.44, 11.77)  0.383
C (10.34, 4.86, 12.21)  0.571
N (10.44, 5.20, 13.41)  -0.133
O (11.05, 4.12, 11.57)  -0.938
H (8.73, 5.97, 12.46)  0.229
H (8.97, 5.20, 10.83)  -0.343
H (9.71, 5.70, 13.89)  0.080
H (11.37, 4.96, 13.75)  0.121
N (15.75, 5.35, 12.10)  -0.464
C (14.47, 5.25, 12.26)  0.620
N (13.76, 4.75, 11.27)  -0.294
O (14.01, 5.50, 13.36)  -0.715
H (16.20, 5.84, 12.86)  0.253
H (16.14, 5.15, 11.19)  0.164
H (14.13, 4.58, 10.35)  0.148
H (12.83, 4.50, 11.56)  0.265
N (5.95, 4.32, 10.98)  -0.396
C (6.28, 5.28, 10.16)  0.697
N (6.99, 4.69, 9.22)  -0.344
O (5.78, 6.32, 10.11)  -0.680
H (6.39, 3.44, 10.76)  0.123
H (5.40, 4.58, 11.79)  0.212
H (7.25, 3.75, 9.46)  0.134
H (7.28, 5.13, 8.36)  0.162
C (11.60, 8.44, 12.22)  -1.318
C (10.72, 8.41, 10.99)  2.104
C (9.50, 9.29, 11.21)  -1.311
O (11.45, 8.85, 9.87)  -0.672
H (11.21, 8.17, 13.20)  0.038
H (12.15, 9.38, 12.33)  0.479
H (12.41, 7.80, 11.89)  0.149
H (10.31, 7.41, 10.87)  -0.545
H (8.74, 9.12, 10.45)  0.238
H (9.89, 10.31, 11.28)  0.419
H (8.91, 9.16, 12.12)  0.144
H (11.46, 8.25, 9.12)  0.492
C (7.59, 4.68, 15.07)  -1.594
C (7.39, 6.17, 15.05)  0.794
C (7.41, 6.74, 16.49)  -1.479
O (8.24, 6.80, 14.07)  -0.514
H (6.75, 4.15, 15.52)  0.444
H (8.46, 4.41, 15.67)  0.393
H (7.75, 4.12, 14.15)  0.348
H (6.46, 6.37, 14.52)  0.189
H (6.97, 7.73, 16.60)  0.392
H (8.40, 6.74, 16.95)  0.351
H (6.98, 6.00, 17.17)  0.403
H (8.38, 7.72, 14.30)  0.121

***

(5)
Formula: C12H40O8
Source: OMol25
Level of theory: ωB97M-V with the def2-TZVPD basis set

Output
Strongest force on any atom: 1.97 eV/Å
E: -1082.94195 hartree
E_LUMO (spin up / spin down): 2.54 / 2.48 eV
Net charge: -1
⟨S²⟩: 0.750
HOMO (spin up / spin down): 0.705 / -6.987 eV
Energy relative to the best compared isomer or geometry (same formula, charge and spin): 56.2 kcal per mole
2S+1: 2

Last column: Mulliken charge in e.
Atoms and positions in Å:
C (2.53, -2.22, 1.78)  -1.190
C (1.71, -3.44, 2.21)  -0.494
O (1.12, -3.13, 3.43)  -0.334
H (2.70, -2.44, 0.72)  0.268
H (3.51, -2.18, 2.25)  0.553
H (2.07, -1.24, 1.85)  0.126
H (2.40, -4.28, 2.30)  0.412
H (0.96, -3.77, 1.49)  0.248
H (1.29, -3.82, 4.08)  0.219
C (0.94, 4.92, -2.57)  -1.151
C (0.75, 3.42, -2.33)  -0.376
O (-0.57, 3.16, -2.73)  -0.368
H (0.60, 5.20, -3.57)  0.315
H (1.98, 5.21, -2.49)  0.458
H (0.39, 5.53, -1.86)  0.245
H (0.93, 3.18, -1.29)  -0.087
H (1.40, 2.84, -2.99)  0.539
H (-0.56, 3.02, -3.68)  0.241
C (0.22, -0.02, -0.16)  -0.202
C (0.09, -0.63, -1.62)  -0.183
O (1.03, -1.70, -1.84)  -0.778
H (-0.50, 0.74, 0.15)  0.006
H (1.16, 0.54, -0.12)  0.439
H (0.34, -0.76, 0.63)  0.007
H (0.15, 0.11, -2.42)  0.204
H (-0.88, -1.11, -1.77)  -0.037
H (1.90, -1.29, -1.85)  0.098
C (-1.78, 2.85, 2.38)  -0.958
C (-0.56, 3.61, 1.77)  -0.036
O (-0.67, 5.01, 2.06)  -0.417
H (-2.73, 3.19, 1.95)  0.274
H (-1.84, 3.07, 3.44)  0.365
H (-1.64, 1.77, 2.26)  0.151
H (-0.58, 3.52, 0.68)  -0.128
H (0.39, 3.21, 2.11)  0.327
H (0.19, 5.40, 1.87)  0.292
C (4.75, -1.23, -2.44)  -2.380
O (3.65, -0.73, -1.65)  1.635
H (5.25, -2.08, -1.96)  0.405
H (4.42, -1.52, -3.44)  0.198
H (5.52, -0.49, -2.65)  0.567
H (4.02, 0.00, -1.14)  -0.401
C (-3.48, -0.19, 0.66)  -0.159
O (-3.91, 1.14, 0.78)  -0.518
H (-4.14, -0.88, 1.20)  0.278
H (-3.43, -0.47, -0.39)  0.243
H (-2.48, -0.29, 1.09)  -0.155
H (-3.42, 1.69, 0.16)  0.293
C (-1.75, -1.41, 3.92)  -0.765
O (-0.51, -1.05, 3.38)  -0.454
H (-2.27, -0.50, 4.21)  0.246
H (-2.39, -1.98, 3.24)  0.252
H (-1.62, -2.06, 4.79)  0.335
H (0.05, -1.82, 3.36)  0.360
C (-2.80, -3.58, -3.25)  -0.416
O (-2.32, -4.79, -2.78)  -0.491
H (-3.55, -3.12, -2.61)  0.202
H (-1.95, -2.89, -3.28)  0.097
H (-3.20, -3.68, -4.26)  0.287
H (-2.90, -5.49, -3.09)  0.293

***

(6)
Formula: C12H40O8
Source: OMol25
Level of theory: ωB97M-V with the def2-TZVPD basis set

Output
Strongest force on any atom: 1.65 eV/Å
E: -1083.06162 hartree
E_LUMO: 0.09 eV
SMILES: CCO.CCO.CCO.CCO.CCO.CCO.O.O
HOMO: -9.438 eV
Energy relative to the best compared isomer or geometry (same formula, charge and spin): 38.5 kcal per mole

Last column: Mulliken charge in e.
Atoms and positions in Å:
C (9.22, -10.46, 19.29)  -1.269
C (10.42, -9.85, 20.01)  0.052
O (11.49, -9.88, 19.10)  -0.460
H (8.85, -9.85, 18.47)  0.283
H (8.36, -10.51, 19.97)  0.372
H (9.42, -11.47, 18.92)  0.319
H (10.68, -10.42, 20.91)  0.275
H (10.14, -8.83, 20.27)  0.189
H (12.22, -9.34, 19.47)  0.392
C (12.80, -4.75, 21.57)  -0.294
C (13.38, -3.34, 21.48)  -0.467
O (12.52, -2.45, 22.17)  -0.544
H (11.92, -4.71, 20.94)  0.035
H (12.49, -5.04, 22.58)  0.274
H (13.45, -5.57, 21.23)  0.048
H (13.52, -3.02, 20.45)  0.301
H (14.34, -3.26, 22.01)  0.307
H (12.54, -2.70, 23.10)  0.300
C (9.90, -5.97, 18.26)  -1.392
C (11.30, -6.53, 18.45)  0.378
O (12.23, -5.47, 18.22)  -0.598
H (9.81, -5.43, 17.31)  0.346
H (9.80, -5.16, 18.99)  0.317
H (9.13, -6.74, 18.35)  0.334
H (11.44, -7.40, 17.81)  0.401
H (11.40, -6.77, 19.52)  -0.001
H (13.11, -5.84, 18.33)  0.203
C (18.55, -8.52, 19.51)  -1.210
C (17.72, -8.36, 20.77)  0.468
O (17.65, -9.60, 21.48)  -0.610
H (19.61, -8.70, 19.72)  0.352
H (18.49, -7.65, 18.86)  0.305
H (18.21, -9.37, 18.91)  0.323
H (16.73, -8.01, 20.50)  -0.290
H (18.19, -7.59, 21.38)  0.286
H (18.40, -9.66, 22.08)  0.313
C (13.73, -6.31, 26.30)  -1.218
C (13.72, -7.22, 25.08)  0.462
O (14.97, -7.89, 24.94)  -0.535
H (13.74, -6.91, 27.21)  0.308
H (12.79, -5.75, 26.31)  0.355
H (14.63, -5.69, 26.30)  0.313
H (13.45, -6.71, 24.15)  -0.202
H (12.91, -7.96, 25.18)  0.230
H (15.02, -8.22, 24.02)  0.396
C (14.77, -6.44, 16.21)  -1.147
C (15.16, -7.32, 17.40)  -0.206
O (14.86, -6.66, 18.65)  -0.414
H (14.89, -6.97, 15.26)  0.391
H (15.45, -5.58, 16.21)  0.301
H (13.77, -6.03, 16.31)  0.319
H (16.22, -7.60, 17.38)  0.280
H (14.68, -8.30, 17.41)  0.300
H (15.56, -6.03, 18.82)  0.222
O (15.09, -9.22, 22.56)  -0.791
H (14.70, -10.10, 22.63)  0.316
H (15.96, -9.36, 22.15)  0.391
O (13.62, -8.61, 20.24)  -0.690
H (14.14, -7.96, 19.74)  0.236
H (14.07, -8.68, 21.10)  0.346